Density functional theory data (wB97M-V/def2-TZVPD) for a structure of composition C9H32Fe2N16O11 at a distorted geometry.

Geometry as ORCA input:
```
! wB97M-V def2-TZVPD RIJCOSX def2/J DEFGRID3
* xyz 2 9
Fe 1.6909 0.2428 2.1195
Fe 0.3228 -3.3513 0.4674
C -0.0615 -0.9254 -0.0576
O 0.4795 0.1590 0.3832
O -0.9473 -1.6404 0.5737
O 0.6887 -1.7258 -0.8014
C 4.3078 0.2570 0.2865
O 3.4537 0.4960 1.1887
N 5.5809 0.7373 0.3896
N 4.0173 -0.2446 -0.9259
H 6.2969 0.2450 -0.1161
H 5.8035 1.3319 1.1684
H 4.7314 -0.2233 -1.6355
H 3.0354 -0.4017 -1.1006
C 0.7778 -3.9784 -3.7278
O 0.8573 -4.6617 -4.7318
N 1.8493 -3.6559 -2.8984
N -0.3938 -3.3093 -3.4211
H 1.5640 -3.2024 -2.0516
H 2.8030 -3.7906 -3.1704
H -1.1449 -3.3259 -4.0852
H -0.3158 -2.5274 -2.8028
C -2.3843 2.5885 -1.0583
O -3.2750 3.2806 -1.4991
N -1.9674 2.6486 0.2739
N -1.6019 1.8200 -1.8704
H -1.3323 1.9281 0.5756
H -2.7749 2.9217 0.8064
H -0.9470 1.1988 -1.4354
H -1.7663 1.8227 -2.8585
C 2.9798 0.6867 -4.3010
O 3.9533 0.0347 -3.9323
N 2.9999 1.3216 -5.5080
N 1.7930 0.7693 -3.6284
H 2.1669 1.6478 -5.9610
H 3.8231 1.1812 -6.0656
H 1.0730 1.3117 -4.0681
H 1.5946 0.1917 -2.8373
C -1.5239 -4.3350 2.7513
O -0.3933 -4.3945 2.1670
N -1.9660 -5.2456 3.6206
N -2.3553 -3.2902 2.4945
H -1.3853 -5.8789 4.1497
H -2.8535 -5.1362 4.0858
H -3.2045 -3.2363 3.0296
H -2.1261 -2.6228 1.7732
C -4.8744 0.0802 0.5837
O -5.0028 -0.9323 -0.0726
N -3.7038 0.4646 1.2180
N -5.7969 1.1095 0.4800
H -3.6567 1.2947 1.7602
H -2.9319 -0.1668 1.1060
H -6.5226 0.9325 -0.1917
H -5.8760 1.7367 1.2576
C 1.9585 3.4358 1.5419
O 1.6228 2.3435 2.0485
N 3.0123 3.5756 0.6848
N 1.2269 4.5764 1.6961
H 3.1858 4.5401 0.4648
H 3.7196 2.8827 0.5496
H 0.2685 4.5014 1.9797
H 1.5453 5.4345 1.2871
C -1.0311 0.6729 3.5082
O 0.1855 0.3717 3.5092
N -1.4747 1.9466 3.4116
N -1.9996 -0.2779 3.5228
H -2.4186 2.2768 3.4385
H -0.7312 2.6193 3.2976
H -2.9028 0.1010 3.7340
H -1.7254 -1.2384 3.4294
*
```

- max |F| (eV Å⁻¹) = 5.25
- ⟨S²⟩ = 20.02
- Kohn-Sham gap (alpha / beta) (eV) = 6.87 / 6.12
- E_LUMO (alpha / beta) (eV) = -6.813 / -7.567

***

Density functional theory data (wB97M-V/def2-TZVPD) for a cluster of 9 separate species, C9H35NO9 in total at a distorted geometry.

Geometry as ORCA input:
```
! wB97M-V def2-TZVPD RIJCOSX def2/J DEFGRID3
* xyz 0 1
C -29.8484 12.3529 5.2312
C -30.1636 11.5536 3.9577
C -31.4413 12.1747 3.3299
C -28.9377 11.7938 3.0508
C -28.9053 10.8366 1.8629
C -28.8574 9.4120 2.4379
C -30.0341 9.0142 3.3101
C -31.2474 8.5327 2.4868
C -29.5264 7.8288 4.1489
N -30.3393 10.1271 4.2087
O -31.1048 9.8472 5.3576
H -28.9680 12.0353 5.7869
H -29.7725 13.3896 4.8986
H -30.7213 12.3916 5.8896
H -31.4525 13.2494 3.1640
H -31.8790 11.5952 2.5137
H -32.2309 11.9624 4.0652
H -29.1402 12.8084 2.6883
H -28.0045 11.8701 3.6104
H -29.8052 11.0318 1.2756
H -28.0294 11.0267 1.2438
H -27.8919 9.3275 2.9395
H -28.8071 8.8626 1.4914
H -31.1566 7.6283 1.8919
H -31.6263 9.3489 1.8702
H -31.9691 8.3642 3.2928
H -29.4372 6.9100 3.5580
H -30.1578 7.4278 4.9476
H -28.5349 7.9979 4.5742
H -30.4928 10.0413 6.0783
O -28.0705 5.8768 6.9281
H -28.5647 5.4075 6.2404
H -27.9041 6.7519 6.5607
O -30.2478 4.2592 7.9258
H -30.5947 5.0922 8.2600
H -31.0245 3.7525 7.6632
O -29.6507 6.2819 9.7665
H -29.9788 6.8602 10.4645
H -29.7247 6.8048 8.9589
O -27.6166 2.5776 6.5888
H -27.2794 1.7891 6.1506
H -28.3770 2.8546 6.0541
O -26.6458 6.6071 10.0459
H -26.1859 7.2529 10.5900
H -27.0223 7.1248 9.3056
O -27.5068 8.4841 8.3222
H -26.7512 8.8594 7.8491
H -28.2583 9.0239 8.0529
O -25.5198 7.8870 5.7344
H -25.7309 7.1145 5.1965
H -26.1067 8.5772 5.4052
O -29.2881 3.9900 4.6641
H -30.1676 4.0084 4.2691
H -28.7041 3.6980 3.9530
*
```

- max |F| (eV Å⁻¹) = 2.32
- energy relative to the best compared isomer or geometry (same formula, charge and spin) (kJ/mol) = 194.0
- SMILES string = CC1(C)CCCC(C)(C)N1O.O.O.O.O.O.O.O.O
- Kohn-Sham gap (eV) = 8.24
- E_LUMO (eV) = -0.190

***

Density functional theory data (wB97M-V/def2-TZVPD) for a structure of composition C9H36B2Cl2CrMgO9S2 at a distorted geometry.

Geometry as ORCA input:
```
! wB97M-V def2-TZVPD RIJCOSX def2/J DEFGRID3
* xyz -1 6
Cr -28.9774 -19.2726 2.0459
Mg -29.1399 -15.9923 -0.4423
Cl -28.8617 -13.9046 0.4689
Cl -27.8752 -16.2217 -2.3616
B -31.0457 -16.5175 -1.0696
H -30.3597 -17.3285 -1.2592
H -31.9599 -16.5589 -1.6411
H -31.3545 -16.5369 -0.0359
H -30.5702 -15.5992 -1.3777
B -28.5340 -17.3179 1.0604
H -27.8729 -16.6303 0.5560
H -28.6351 -18.1241 0.3505
H -28.0561 -17.6665 1.9629
H -29.4924 -16.8697 1.2720
O -25.1308 -16.1315 4.9453
S -26.4794 -16.2015 4.5170
O -27.1708 -17.4310 4.2228
O -27.3187 -15.4380 5.7217
C -26.6959 -14.3898 6.4401
C -27.4219 -14.1934 7.7985
C -26.6386 -15.0198 3.1263
H -26.7949 -13.4598 5.8803
H -25.6442 -14.5101 6.7000
H -27.5493 -15.2166 8.1519
H -28.4256 -13.8375 7.5660
H -26.9851 -13.4852 8.5027
H -26.3967 -15.4949 2.1756
H -25.9410 -14.2158 3.3611
H -27.6487 -14.6105 3.1116
O -28.0566 -22.4799 -1.5677
S -27.5060 -21.5397 -0.6044
O -28.3002 -20.7585 0.3697
O -26.3193 -22.3541 0.2506
C -25.2729 -23.0225 -0.3958
C -24.2538 -23.2866 0.7134
C -26.4921 -20.2615 -1.4381
H -24.8692 -22.5031 -1.2649
H -25.7494 -23.8801 -0.8708
H -23.5239 -23.8612 0.1431
H -24.6572 -24.0856 1.3355
H -23.9408 -22.3932 1.2537
H -25.7033 -20.7596 -2.0019
H -26.1589 -19.5027 -0.7301
H -27.1260 -19.8657 -2.2316
C -30.6812 -17.6061 3.9995
O -29.9897 -18.7916 3.9455
H -30.1866 -16.8453 4.6032
H -30.7054 -17.1401 3.0144
H -31.7079 -17.6270 4.3651
H -29.7046 -18.8642 4.8593
C -24.0551 -17.5250 2.1771
O -25.3085 -17.8644 1.5267
H -24.0468 -17.8662 3.2123
H -23.2296 -17.9311 1.5926
H -23.9731 -16.4381 2.1832
H -25.0613 -17.7510 0.6061
C -26.3953 -20.8109 3.6273
O -27.0231 -19.8217 2.7415
H -26.8173 -21.8107 3.5254
H -25.3779 -21.0423 3.3119
H -26.3391 -20.5507 4.6843
H -26.2745 -19.2403 2.5893
*
```

- max |F| (eV Å⁻¹) = 4.29
- ⟨S²⟩ = 8.75
- Kohn-Sham gap (alpha / beta) (eV) = 5.25 / 7.00
- E_LUMO (alpha / beta) (eV) = 1.894 / 1.872

***

Density functional theory data (wB97M-V/def2-TZVPD) for a structure of composition C9H36F2N19O13S2Sn at a distorted geometry.

Geometry as ORCA input:
```
! wB97M-V def2-TZVPD RIJCOSX def2/J DEFGRID3
* xyz 1 1
Sn -4.3784 -0.1943 1.7993
N -1.7436 -0.1814 0.5839
S -0.8030 0.9683 0.9550
O -0.7876 2.1351 0.1148
O 0.3303 0.6916 1.7753
F -1.8058 1.5930 2.0861
S -0.4244 -0.9450 -0.2148
O 0.4794 -1.8028 0.4820
O 0.1601 -0.2631 -1.3339
F -1.3628 -1.9092 -1.0681
C 3.1404 -1.8628 3.1550
O 4.0879 -2.3021 3.7870
N 2.6813 -2.3441 1.9980
N 2.4290 -0.7644 3.5393
H 2.0308 -1.8742 1.3691
H 3.0249 -3.1983 1.5905
H 1.5998 -0.5136 3.0419
H 2.6267 -0.1874 4.3369
C 3.5524 1.2640 0.7663
O 2.9016 2.3055 0.8939
N 4.6424 0.9047 1.4152
N 3.2538 0.3899 -0.2496
H 5.2920 0.2184 1.0764
H 5.0698 1.5114 2.0971
H 2.6870 0.7099 -1.0152
H 3.8556 -0.4073 -0.3520
C -0.7355 -4.5944 3.5989
O -1.6588 -4.6409 4.4058
N -0.7171 -3.6924 2.5986
N 0.2072 -5.5496 3.5120
H -1.4216 -3.0002 2.4501
H 0.0889 -3.6527 1.9950
H 0.6576 -5.5572 2.6134
H 0.0181 -6.3738 4.0558
C 2.1606 3.1476 -2.6887
O 2.9891 2.7291 -3.5288
N 2.3026 4.3335 -2.0765
N 1.1698 2.3938 -2.2201
H 1.5626 4.7391 -1.5292
H 3.0315 5.0117 -2.2082
H 1.1567 1.4391 -2.5337
H 0.4959 2.7614 -1.5724
C -3.9213 0.9732 -2.2646
O -4.8259 0.9875 -3.0954
N -3.8491 0.0003 -1.3417
N -2.8972 1.8238 -2.2320
H -4.6362 -0.6233 -1.2479
H -3.0198 -0.1233 -0.7836
H -2.9462 2.7346 -2.6645
H -2.1238 1.6935 -1.6001
C 1.4573 -4.7285 -2.1186
O 1.5891 -3.8252 -1.2830
N 2.3955 -5.7223 -2.3250
N 0.5084 -4.7352 -3.0366
H 2.9834 -5.7097 -1.5037
H 2.1568 -6.5406 -2.8531
H -0.2148 -4.0391 -3.0012
H 0.4717 -5.5276 -3.6520
C -1.3961 3.2393 4.9724
O -0.4449 3.9963 4.9462
N -2.6963 3.6124 5.1060
N -1.2602 1.8917 4.9838
H -3.4331 3.0331 4.7547
H -2.8670 4.5891 5.2800
H -2.0598 1.4114 4.6040
H -0.3931 1.4401 4.7406
C -0.8940 5.2682 -1.4487
O -0.9527 4.2765 -2.1736
N -0.8083 6.5451 -1.8749
N -0.8376 5.1257 -0.0904
H -0.7165 7.2999 -1.2190
H -0.8043 6.7634 -2.8560
H -0.7054 4.2388 0.3634
H -0.9448 5.9693 0.4458
C -1.9102 -1.9346 -4.7762
O -1.8801 -1.1016 -5.6642
N -1.4865 -3.2154 -4.8461
N -2.5352 -1.8152 -3.5734
H -0.7456 -3.4355 -5.4934
H -2.0038 -3.9636 -4.4251
H -2.9908 -0.9194 -3.4276
H -2.2084 -2.3895 -2.8269
*
```

- max |F| (eV Å⁻¹) = 9.81
- energy relative to the best compared isomer or geometry (same formula, charge and spin) (kJ/mol) = 570.1
- Kohn-Sham gap (eV) = 1.59
- E_LUMO (eV) = -9.184